Entry from the Open Molecules 2025 dataset: a 2-piece molecular cluster, C5H9ClSi overall in a non-equilibrium geometry (wB97M-V/def2-TZVPD).

```
16
Properties=species:S:1:pos:R:3:forces:R:3
Cl -5.739756 0.420116 1.351091 0.6987 -0.1293 -0.0440
Si -0.537541 -0.511206 0.558409 0.2276 2.1955 -0.4376
C -2.193712 -0.819871 1.353809 0.4048 0.2328 -1.1500
C 1.430551 0.793570 -0.895190 -0.3809 1.1090 -1.5847
C 2.017588 0.306864 0.367539 -0.1932 -0.6373 -1.2692
C 1.162672 -0.327036 1.223789 1.4634 -0.2094 0.2410
C -0.071618 0.696600 -0.892355 -2.1438 0.3077 1.7863
H -0.430197 1.623105 -0.338117 -0.0051 -0.7452 -0.2427
H -2.967883 -0.089409 1.102024 -0.4084 0.2592 -1.1829
H 3.133949 0.462703 0.296181 -1.2412 -0.4304 1.3704
H 1.769113 1.851452 -1.067822 -0.2958 -0.7588 0.1173
H 1.633287 -0.731231 2.101186 -0.3234 -0.2599 0.4858
H -0.708340 0.718843 -1.784654 0.7426 -0.2654 -0.0601
H 1.765200 0.257716 -1.788510 0.5866 -0.1496 0.2477
H -2.209974 -0.592297 2.369528 0.9436 0.1914 2.2859
H -2.664560 -1.780131 1.313909 -0.0756 -0.7103 -0.5634
```
Forces are in eV/Å.

Output
E_HOMO, eV: -6.56
ΔE to the lowest compared entry with this formula, charge and spin, kJ/mol: 430.6
Kohn-Sham gap, eV: 3.517
LUMO, eV: -3.047

=====

Entry from the Open Molecules 2025 dataset: C35H33ClN4PbSi2 as an isolated structure in a non-equilibrium geometry (wB97M-V/def2-TZVPD).

```
76
Properties=species:S:1:pos:R:3:forces:R:3
Pb 0.844281 0.300976 -0.870458 -1.8628 -0.9806 -0.7321
Cl 3.634161 2.523945 -3.668854 0.5330 1.0728 0.1344
Si 0.980520 -0.058648 -6.486147 3.2798 0.6243 -0.0891
Si 2.902377 0.941332 -4.864691 -3.7573 -1.7180 0.4772
N 0.882947 2.096170 0.837542 0.9525 0.0690 1.6925
N 1.423497 2.558640 2.927527 0.1206 -0.0221 0.3753
N 2.307492 -0.530467 1.021083 0.5094 0.9922 1.4672
N 2.871601 -0.096330 3.113954 -0.0042 0.0269 0.1646
C -1.882254 -0.857132 -1.069967 0.3354 -0.0402 0.3936
C -2.014124 0.138571 -0.051339 0.4437 -0.2376 -0.3171
C 3.359988 -1.361653 2.824966 -0.1885 0.4357 -0.4487
C 0.970932 3.285215 -5.193720 -1.6834 1.1530 -0.3090
C -0.180322 3.564459 -9.113920 0.1255 0.0160 -0.0632
C 0.595007 -1.507542 -8.980080 -0.0825 -0.6511 0.2809
C -0.411474 1.658351 -4.072417 -0.5701 0.6975 -0.1184
C 3.020256 -1.610472 1.523907 -0.5573 0.8215 0.1143
C 1.151700 3.149994 -8.969484 -0.4917 -0.2354 0.2815
C -0.051947 -1.033631 -5.296100 -0.0478 -0.5891 0.4714
C 0.325144 -2.743797 -9.589952 -0.0360 -0.1192 0.2469
C 0.323820 3.319256 1.180981 0.3800 -0.9069 -0.0252
C 0.642140 3.610320 2.473781 0.2441 -0.2993 -0.1582
C 0.350812 1.300146 -7.604111 0.1166 -0.0829 0.1732
C -1.337308 -3.421307 -4.649051 0.0391 0.1788 0.2127
C 1.406301 2.011478 -8.210777 -0.3990 0.4141 -0.2542
C -1.481844 2.579773 -4.040736 0.3425 -0.3230 0.0482
C 0.755094 -3.931510 -8.991157 0.1012 0.2552 0.0056
C -1.322502 3.846489 -4.612614 -0.2005 -0.2022 0.2392
C -0.977709 1.653312 -7.854519 0.3985 0.6724 -0.2861
C 0.628063 -2.035043 -4.567712 -0.4122 -0.0773 -0.4402
C -0.708236 -1.572170 0.790869 -0.0717 0.4150 -0.3248
C 2.239629 0.380431 2.014324 0.4090 -1.3651 -0.7775
C 1.550254 1.658776 1.928025 -0.9170 0.8554 -1.1613
C -1.438675 -1.138706 -5.466991 0.1568 -0.7902 -0.2436
C -1.071092 -1.914016 -0.550036 -0.0075 0.5294 -0.0673
C -0.096969 4.202659 -5.177080 0.6023 -0.1778 -0.1036
C -1.235690 2.808235 -8.597974 0.0076 0.2332 -0.0963
C 1.602019 -3.870928 -7.879973 0.0356 0.1866 -0.0110
C -2.048583 -2.389095 -5.263867 -0.1334 0.7345 0.2156
C 1.353769 -1.440043 -7.793625 -0.2787 -0.4482 0.2633
C 1.962118 -2.634622 -7.334510 -0.6743 -0.1581 -0.2066
C -1.289636 -0.305321 1.096647 0.2840 -0.2383 -0.3819
C -0.027308 -3.214796 -4.210096 -0.0019 0.1985 -0.0557
C 0.781513 2.013821 -4.693582 2.1472 -0.4686 0.3666
H 2.979327 0.404446 3.993139 0.0194 -0.4570 -0.3939
H 4.326458 0.390167 -4.964398 -0.3939 0.0374 -0.3891
H -1.823128 1.084345 -7.479123 0.2407 0.0273 0.1227
H 2.595501 -2.638215 -6.440907 -0.2519 0.1696 -0.2998
H -1.986884 -0.253865 -5.811677 0.0608 -0.6105 -0.1850
H -2.425348 2.272213 -3.579443 0.1511 0.2372 -0.1594
H -2.614182 1.049993 -0.113406 0.2484 -0.3739 -0.0151
H -0.818037 -2.840787 -1.071450 -0.1090 0.4064 0.2008
H -0.270208 3.863691 0.464313 0.0533 0.0483 0.1243
H 1.913554 3.561610 -5.675704 -0.2997 0.0704 0.1834
H 2.156555 0.349328 -3.667040 0.7466 -0.9537 -0.1076
H 0.405064 4.455135 3.089261 0.0000 0.0655 0.1030
H -2.159457 4.550508 -4.611543 0.2836 -0.1952 -0.0193
H -0.570278 0.633956 -3.702468 0.0577 0.5674 0.0375
H 0.035043 5.187961 -5.621508 -0.1077 -0.0711 0.0749
H -2.363518 -0.849113 -2.051936 0.2862 0.0465 0.3855
H 3.199873 -2.480447 0.912434 0.0455 0.0551 0.1243
H 3.906914 -1.941460 3.540162 0.0627 -0.0495 0.1289
H -0.386467 4.496535 -9.632667 -0.0622 -0.1429 -0.0259
H 0.512316 -3.989630 -3.654991 -0.2662 0.2196 -0.2281
H -2.270796 3.146617 -8.747863 0.5124 -0.1770 0.0310
H 0.405086 -4.899355 -9.358042 0.1981 0.3136 -0.0054
H 1.983688 3.716954 -9.394155 -0.3639 -0.1146 0.0646
H -1.823097 -4.370757 -4.461558 -0.0031 -0.0113 -0.0599
H -0.323098 -2.793160 -10.469216 0.2332 0.0811 0.2435
H 1.697874 -1.914692 -4.384237 -0.3308 -0.0552 0.0014
H -3.084565 -2.528791 -5.591265 0.3454 -0.0336 0.3163
H -1.260764 0.190136 2.070401 0.0239 -0.1291 -0.3858
H 0.082555 -0.630212 -9.376357 0.2787 -0.0700 0.1481
H -0.144688 -2.197941 1.486230 -0.1769 0.2266 -0.2913
H 2.449803 1.713990 -8.080257 -0.3398 -0.1069 0.1684
H 1.852389 2.474027 3.850166 -0.4185 0.2547 -0.5656
H 1.906052 -4.793004 -7.376461 0.0892 0.2738 -0.2807
```
Forces are in eV/Å.

Output
E_HOMO, eV: -5.45
ΔE to the lowest compared entry with this formula, charge and spin, kJ/mol: 0.0
Kohn-Sham gap, eV: 4.294
LUMO, eV: -1.154

=====

Entry from the Open Molecules 2025 dataset: C59H55N8O4PS4Sc as an isolated structure in a non-equilibrium geometry (wB97M-V/def2-TZVPD).

```
132
Properties=species:S:1:pos:R:3:forces:R:3
Sc 0.007317 0.184414 -0.386940 0.7358 0.1434 0.0171
S 3.096052 2.866281 -2.645698 -0.0027 -0.4069 0.3925
S 0.241235 2.614270 -1.821195 -0.1539 -0.4003 -0.1834
S 0.826094 1.223765 2.668680 1.6836 1.3254 0.5222
S -1.812840 0.572321 2.611242 -1.3235 -0.8805 0.8896
P -2.881295 1.967055 -0.963316 -0.6249 0.2636 0.7420
O 0.503341 1.648448 1.232114 -0.0019 -0.0311 -0.4211
O -1.181766 -0.421452 1.675001 0.1879 -0.6115 -0.5685
O -2.886253 2.392350 -2.387005 -0.0743 0.2721 -0.4720
O -1.879718 0.934702 -0.512500 -0.4948 -0.2411 0.2398
N 2.502895 -1.404640 -3.506792 -0.1492 -0.1201 0.3352
N 0.747425 -0.566348 -2.424713 0.1523 -0.3027 0.2165
N 1.665003 -1.637081 0.063797 0.0348 0.3407 0.2238
N 2.276864 1.253326 -0.767115 -0.5858 0.3519 -0.3145
N -1.091741 -3.924405 0.881548 0.2385 0.0748 0.0524
N -1.303158 3.723459 0.434541 0.6277 -0.0191 -0.3457
N -5.043427 1.104795 -2.195324 -0.0139 0.1129 -0.8063
N -0.925921 -2.058248 -0.322083 0.5404 0.0110 0.1557
C -5.730302 1.128286 3.184707 0.0428 -0.0533 -0.0118
C 5.249911 1.055680 3.771536 -0.3152 -0.2098 -0.0074
C 0.306162 3.928373 3.154186 0.0955 0.2437 -0.0519
C -6.346239 0.058772 2.534629 0.1543 -0.0138 -0.1085
C 0.555105 1.253744 7.193301 0.1318 0.0252 0.1181
C -1.306595 -0.033658 4.238437 -0.0542 0.6736 0.1035
C 1.199589 0.747010 8.287864 -0.0467 0.2176 -0.1481
C 4.345243 0.014059 3.962551 0.1715 0.0837 -0.0049
C 1.907752 -0.526161 -4.387870 -0.6728 0.4876 0.0150
C 3.477121 2.375468 2.773032 -0.0644 0.2126 -0.1022
C 5.815754 0.310010 -0.199723 0.1356 -0.1085 0.0261
C -2.306304 -3.775087 0.248028 -0.3410 0.5975 -0.4776
C -1.346643 -1.406266 4.512298 0.0073 -0.2880 -0.0043
C -4.355642 1.224953 3.239830 0.0823 0.0099 -0.0163
C -0.038906 0.919456 -4.335055 0.0195 -0.1253 -0.0747
C 1.250124 -0.637766 8.512728 -0.0975 -0.2522 -0.0989
C -0.342831 4.936082 3.813604 0.1888 -0.1525 -0.2234
C 2.592234 1.327990 2.978869 -0.5882 -0.5775 0.0479
C -0.075240 -1.009284 6.529501 0.0632 0.3726 -0.0026
C -3.578062 0.230498 2.658870 0.2745 0.2899 -0.2059
C 2.076039 -2.276837 -1.200642 0.0212 -0.0073 -0.3695
C 0.165735 2.608529 3.603789 -0.1320 -0.4545 0.3960
C -0.733851 -1.882416 5.637299 -0.1532 0.0552 -0.2781
C 2.242713 -0.138611 -5.678319 -0.0091 -0.0070 -0.0077
C -3.478782 -4.516678 0.274110 0.0279 0.0068 0.0155
C -5.546563 -0.929622 1.969028 -0.0309 0.0613 0.1108
C 6.406657 1.025954 -1.239324 -0.0174 0.0511 -0.1153
C -1.842297 5.692670 5.613625 -0.1120 0.0080 0.1762
C -2.145535 3.057710 6.485296 -0.1267 0.0185 0.0766
C 1.776913 -1.394426 -2.370792 -0.0317 -0.0330 0.0428
C -0.091046 0.392629 6.281079 -0.0190 -0.3297 0.0510
C 5.635443 1.812184 -2.071533 -0.0179 0.0421 0.1047
C 1.437497 0.815941 -6.266386 0.1841 -0.1294 0.1063
C 0.789717 -0.007815 -3.702312 0.4169 -0.0679 -0.6199
C -0.320563 -2.875752 0.513538 0.1139 0.1674 -0.2285
C -2.185114 -2.590169 -0.510798 -0.2861 -0.4724 0.2840
C -2.726424 3.457092 0.175197 -0.3820 -0.6768 -0.5837
C -1.306819 3.319397 5.380341 0.0228 0.3376 -0.1187
C 4.793834 2.231389 3.174833 -0.2122 0.0421 -0.0802
C 6.666652 0.911777 4.203061 0.1375 0.0270 0.0224
C -4.163793 -0.849025 2.027145 0.3674 -0.0593 0.0365
C -4.631246 1.258352 -0.786409 0.8546 0.1773 0.6786
C 3.027984 0.148806 3.576610 -0.2049 -0.0238 -0.0957
C -2.628121 5.407425 6.696100 0.1026 0.1258 -0.1978
C -0.614860 2.287816 4.693665 0.4191 0.1924 -0.1584
C 4.272455 1.869984 -1.836582 -0.3037 -0.0644 0.0631
C 1.069087 -2.599047 0.994673 -0.0413 -0.2207 0.2436
C -3.257766 -2.125217 -1.265959 0.1249 -0.0456 0.0937
C -7.832743 0.008864 2.436818 -0.1546 -0.0396 0.0608
C 0.620338 -1.496762 7.654736 0.0760 0.0431 0.1528
C -2.785468 4.081587 7.129206 0.0598 -0.3113 -0.0457
C 0.321439 1.335692 -5.600299 -0.1327 -0.0346 0.0469
C 4.451996 0.330500 0.009626 -0.1518 -0.0330 -0.0709
C 3.647594 1.101091 -0.830966 0.6015 0.1013 -0.3287
C -0.708453 0.866353 5.092895 -0.4088 -0.2950 -0.1246
C 1.879210 2.174060 -1.617428 0.4644 0.1354 0.1346
C -1.162468 4.663574 4.929883 -0.0981 -0.3313 0.1752
C -4.431240 -2.849720 -1.213885 0.0281 0.0979 -0.1306
C -4.539025 -4.024411 -0.460061 0.0264 -0.0527 0.1007
H -3.127325 -1.236181 -1.868895 -0.0377 0.0267 -0.0756
H -0.860843 2.991481 1.030813 -0.1634 0.4061 -0.0715
H 4.677090 -0.901173 4.426396 0.0468 -0.1221 0.0932
H -6.345335 1.888146 3.638481 -0.0733 0.1673 0.1003
H -2.270499 2.037964 6.816046 -0.0298 -0.0841 0.0971
H -1.729215 6.711374 5.277863 0.0407 0.1416 -0.0535
H -0.275016 2.084670 -6.098042 -0.1007 0.0181 -0.0522
H -0.742198 -2.937982 5.863545 -0.0349 -0.1312 -0.0074
H -8.164494 -0.870153 1.893258 -0.0915 -0.0498 -0.0396
H 3.150088 3.293531 2.310889 -0.0034 0.1249 -0.0638
H -0.227330 5.962733 3.501139 0.0698 0.1425 -0.0719
H -3.556821 -5.437439 0.830850 -0.0592 -0.0756 0.0785
H -1.148811 4.654864 0.834112 -0.0301 -0.3366 0.0433
H 1.658355 -3.525725 1.079473 -0.1518 0.1547 -0.0072
H -8.275449 -0.013210 3.430593 -0.0913 -0.0247 0.0556
H 0.534645 2.318511 7.019296 0.0490 0.0964 0.0331
H -6.008156 -1.769225 1.471078 -0.0470 -0.1182 -0.0415
H 0.941831 4.120842 2.303531 0.0933 0.1687 -0.1237
H 7.323694 0.840691 3.338416 0.0942 -0.0015 -0.0797
H -3.538487 -1.602257 1.573276 0.0405 -0.1361 -0.1237
H 6.066090 2.388454 -2.874073 0.1758 0.0694 -0.0543
H 3.086375 -0.569280 -6.195140 0.0944 0.0134 -0.0646
H -0.840016 -4.680408 1.500887 0.0940 0.0885 -0.0762
H -3.415281 3.873584 7.979647 -0.0652 -0.0435 0.0889
H -5.290764 -2.535841 -1.787369 -0.0916 0.0337 -0.0940
H 1.012349 -2.140781 1.990186 0.0182 -0.0496 -0.0962
H -4.311774 1.749452 -2.694813 -0.4321 -0.3120 -0.0862
H -0.918473 1.314626 -3.849504 0.0017 -0.0073 -0.0381
H -8.212155 0.899780 1.937973 -0.0795 0.0202 -0.0372
H -5.472202 -4.564292 -0.460230 -0.0945 -0.0775 -0.0318
H 1.506247 -3.204549 -1.338648 0.0917 0.1170 0.0864
H -3.877047 2.059370 3.734254 0.0051 0.1792 0.1049
H 6.443991 -0.269807 0.458116 0.0632 -0.0907 0.0887
H 4.030080 -0.203255 0.851973 0.0154 0.0303 0.1117
H 3.140316 -2.540026 -1.201316 -0.1357 0.0243 0.1160
H -5.292882 1.949981 -0.268872 -0.0529 0.0042 -0.0496
H 7.472692 0.985708 -1.392694 0.1285 -0.0582 0.0295
H 6.977217 1.781107 4.774919 0.1045 0.0815 0.0890
H 0.649959 -2.562797 7.820831 -0.0086 -0.1205 0.0705
H 5.483172 3.051351 3.039649 0.0539 0.0999 -0.0743
H 3.327712 -1.955230 -3.689607 -0.0392 -0.0050 0.0874
H 1.670991 1.162833 -7.261053 0.0016 0.0217 -0.0770
H 2.500387 -1.235316 0.490063 -0.2831 0.0009 -0.0797
H 1.680331 1.413861 8.985813 0.0661 0.0913 0.0566
H 2.310133 -0.644933 3.751276 0.0595 -0.1021 0.0671
H -4.897411 0.152216 -2.547262 -0.1172 0.2397 0.1319
H 1.788257 -1.018026 9.366976 0.0137 -0.0559 0.0887
H -3.137361 6.197075 7.223500 -0.0472 0.1407 0.0454
H -4.619667 0.306129 -0.254184 -0.0505 0.1048 -0.0856
H -3.256086 3.312306 1.118032 -0.0214 -0.0552 -0.0441
H -3.153914 4.300180 -0.369020 -0.0243 -0.0194 0.0961
H -1.842600 -2.067979 3.819491 -0.0709 -0.1503 -0.0751
H -0.701814 3.604436 -0.484617 -0.1695 0.1915 0.8305
H -6.009760 1.379244 -2.392801 0.2188 -0.0419 0.0623
H 6.802072 0.022748 4.810727 0.0712 -0.0467 0.0564
```
Forces are in eV/Å.

Output
E_HOMO, eV: -13.99
ΔE to the lowest compared entry with this formula, charge and spin, kJ/mol: 131.1
Kohn-Sham gap, eV: 7.566
Total charge: +3
LUMO, eV: -6.428

=====

Entry from the Open Molecules 2025 dataset: one molecule with the formula C3H5N3O in a non-equilibrium geometry (wB97M-V/def2-TZVPD).

```
12
Properties=species:S:1:pos:R:3:forces:R:3
O -2.551534 0.826761 0.560916 0.5146 0.4890 -0.9471
N 0.664459 -0.082108 1.246924 -0.0910 -0.3864 0.5792
N 1.655962 -0.312032 -0.678740 0.9931 1.0579 0.1963
N 0.456545 0.189674 -0.970996 0.8518 -0.7497 0.0155
C -1.592004 0.013469 -0.067342 0.0961 -1.3581 -1.8186
C -0.163027 0.183880 0.208795 0.6550 -0.1415 -0.5090
C 1.789610 -0.392936 0.657760 0.1153 -0.1027 0.2132
H 2.404876 -0.187163 -1.329927 0.2477 -0.2344 -0.2907
H -1.135965 -0.242258 -1.286351 -3.5480 1.7204 1.7783
H -2.259680 1.731892 0.422227 -0.2556 0.2636 0.0813
H 2.697475 -0.752557 1.113374 0.0041 0.0925 0.1826
H -1.966713 -0.976622 0.123362 0.4168 -0.6504 0.5189
```
Forces are in eV/Å.

Output
SMILES: OCc1nc[nH]n1
E_HOMO, eV: -9.31
ΔE to the lowest compared entry with this formula, charge and spin, kJ/mol: 338.8
Kohn-Sham gap, eV: 10.099
LUMO, eV: 0.794

=====

Which value of ΔE to the lowest compared entry with this formula, charge and spin does entry 3 give?
131.1 kJ/mol

=====

ΔE to the lowest compared entry with this formula, charge and spin of number 4 (C3H5N3O)?
338.8 kJ/mol

=====

Which of these has the lowest E_HOMO?
C59H55N8O4PS4Sc